Below is a 2-piece molecular cluster, C27H36BNO3S overall at a distorted geometry, with properties calculated with wB97M-V/def2-TZVPD.

Geometry as ORCA input:
```
! wB97M-V def2-TZVPD RIJCOSX def2/J DEFGRID3
* xyz 0 1
C 3.369 -0.241 0.116
O 2.063 0.130 0.575
C 1.115 -0.767 0.633
C -0.211 -0.409 0.260
C -1.129 -1.477 0.133
C -2.471 -1.203 -0.056
C -2.910 0.127 -0.128
C -1.990 1.186 -0.094
C -0.641 0.937 0.078
H 3.890 0.705 -0.028
H 3.860 -0.853 0.881
H 3.294 -0.789 -0.830
H 1.381 -1.816 0.813
H -0.737 -2.492 0.226
H -3.187 -2.022 -0.123
H -3.974 0.343 -0.181
H -2.339 2.216 -0.181
H 0.104 1.737 0.101
C 2.741 0.202 10.936
C 2.121 -0.261 9.681
C 1.341 -1.379 9.464
C 0.986 -1.571 8.079
C 1.547 -0.609 7.273
B 1.451 -0.412 5.665
C 2.605 -1.407 4.996
C 3.668 -0.886 4.265
C 4.590 -1.745 3.660
C 4.465 -3.155 3.805
N 5.357 -4.012 3.220
C 5.468 -5.403 3.602
C 6.281 -3.617 2.180
C 3.377 -3.655 4.572
C 2.454 -2.776 5.141
O 0.122 -0.846 5.339
C -0.581 0.361 5.116
C -1.696 0.046 4.121
C -1.167 0.887 6.423
C 0.592 1.360 4.593
C 0.931 1.079 3.145
C 0.361 2.851 4.780
O 1.699 0.974 5.390
S 2.362 0.615 8.197
H 2.455 -0.453 11.760
H 3.833 0.195 10.844
H 2.414 1.222 11.155
H 1.043 -2.053 10.265
H 0.385 -2.405 7.731
H 3.807 0.191 4.170
H 5.427 -1.325 3.102
H 4.944 -5.600 4.543
H 5.053 -6.051 2.815
H 6.528 -5.656 3.733
H 5.987 -2.674 1.706
H 7.299 -3.509 2.585
H 6.305 -4.401 1.413
H 3.239 -4.727 4.705
H 1.615 -3.174 5.711
H -2.229 0.958 3.829
H -1.305 -0.453 3.228
H -2.412 -0.630 4.603
H -1.801 1.759 6.218
H -1.795 0.116 6.884
H -0.379 1.170 7.133
H 0.207 1.546 2.466
H 1.927 1.478 2.909
H 0.943 -0.003 2.944
H -0.494 3.174 4.177
H 0.188 3.106 5.830
H 1.246 3.396 4.429
*
```

- Electronic energy: -47725.1685 eV
- Maximum force: 3.9 eV/A
- Gap between HOMO and LUMO: 2.69 eV